# 1
DFT (ωB97M-V with the def2-TZVPD basis set) results for the molecule C4H14Cl2Si3 in a non-equilibrium geometry.

Structure (XYZ):
```
23
Properties=species:S:1:pos:R:3:forces:R:3:mulliken_spin:R:1
H -2.5868 -1.4255 -0.5456 -1.699 -2.540 0.290 0.00
Cl 3.9080 1.7364 0.3271 1.818 3.321 -0.646 0.77
C -1.8513 -0.7257 -0.6401 1.983 1.794 2.713 0.08
H 1.3727 -3.1207 -0.6643 1.391 0.261 -0.374 0.02
H -0.4549 -1.1230 1.5993 0.687 -0.267 -0.831 0.01
H 1.2874 -0.3647 -1.4253 0.738 0.377 -0.641 -0.02
H -0.4309 1.9657 1.8675 0.491 -0.001 0.029 0.00
H -0.1275 -3.3175 -1.3734 -2.115 -0.994 -3.503 0.01
H -0.5925 3.4205 0.9951 -1.298 1.433 -0.566 0.01
C 1.2456 0.0919 -0.4380 -1.971 -0.352 -0.232 0.23
Si 2.8479 -0.0947 0.5092 -2.936 -1.631 0.812 0.57
H 1.5893 2.7519 -0.9765 1.270 0.996 -0.823 0.03
H -1.7482 -0.4850 -1.6179 0.288 0.626 -3.337 -0.01
H 2.4221 -0.2166 1.8663 -0.243 -0.390 1.167 0.13
Si 0.5859 1.8732 -0.5336 -2.355 -0.541 1.157 0.04
C 0.0769 2.6433 1.1732 1.757 -1.384 -0.489 0.01
C 0.3357 -2.9333 -0.5809 1.136 1.620 4.067 0.00
H -0.6850 1.9695 -1.4078 0.963 -0.223 0.354 0.01
H 0.1082 -3.6169 0.2256 -0.431 -0.259 0.501 0.00
H 0.9846 3.1433 1.5731 -0.502 -0.646 0.248 0.01
H -2.3256 0.1580 -0.1874 0.575 0.023 0.195 0.00
Cl 4.1841 -1.4601 0.0839 1.357 -1.595 -0.737 0.08
Si -0.1128 -1.2089 0.0961 -0.904 0.371 0.644 0.04
```
Forces are in eV/Å.

Values from the calculation:
ΔE to the lowest compared entry with this formula, charge and spin   12.9 kcal/mol
E_HOMO (alpha / beta)   -3.69 / -10.39 eV
2S+1   3
Gap between HOMO and LUMO (alpha / beta)   4.36 / 4.68 eV
LUMO energy (alpha / beta)   0.68 / -5.71 eV


# 2
DFT (ωB97M-V with the def2-TZVPD basis set) results for the ion C6H7ClFIN with charge +1 in a non-equilibrium geometry.

Structure (XYZ):
```
17
Properties=species:S:1:pos:R:3:forces:R:3:nbo_charge:R:1
H -2.1500 -1.2544 2.0562 0.029 0.280 0.133 0.26
H 2.0694 0.1847 1.7879 1.758 -1.249 -1.026 0.48
Cl 0.2548 0.0094 3.2772 -0.003 -0.758 -1.018 -0.05
C -0.1249 -0.3645 1.4848 -0.434 -1.418 2.754 0.36
H 2.3839 0.1520 0.0677 -0.312 -0.041 0.945 0.45
C -1.5540 -1.6806 0.0434 -0.157 1.034 3.720 -0.15
C -0.5843 -1.7071 -0.9963 1.598 0.233 1.035 -0.24
N 2.2501 -0.4501 0.9203 -0.354 2.773 0.130 -0.73
F -0.0854 0.8415 0.9555 -0.662 1.899 -1.293 -0.32
H 3.0415 -1.1023 0.7906 -0.239 0.409 1.213 0.47
C 0.9410 -1.1394 0.8333 3.324 -3.337 -1.304 -0.18
H 1.2689 -2.1728 1.3112 -1.829 1.782 -0.682 0.28
H -0.8884 -2.1952 -1.8642 -0.160 -0.088 -1.832 0.25
C 0.6759 -1.3729 -0.6739 -0.800 -0.460 -0.073 -0.14
C -1.3795 -1.1712 1.3087 0.063 0.175 -2.326 -0.24
I 2.2606 -1.2639 -2.0799 -0.615 -0.290 0.386 0.26
H -2.5160 -2.0719 -0.0668 -1.206 -0.943 -0.762 0.24
```
Forces are in eV/Å.

Values from the calculation:
E_HOMO   -12.99 eV
Net charge   +1
Gap between HOMO and LUMO   8.53 eV
LUMO energy   -4.47 eV


# 3
DFT (ωB97M-V with the def2-TZVPD basis set) results for a cluster of 2 separate species, C3H7NOS in total in a non-equilibrium geometry.

Structure (XYZ):
```
13
Properties=species:S:1:pos:R:3:forces:R:3:nbo_charge:R:1
H -3.0961 1.0825 1.4925 0.002 0.057 0.250 0.15
O 0.6650 -0.2680 0.2180 -0.005 -1.399 -0.044 -0.47
H -2.5227 -0.3586 0.4932 0.013 0.122 -0.146 0.14
H 1.7143 -1.9694 -0.1239 -0.030 0.114 0.019 0.21
C 1.9078 -0.8992 -0.1168 0.495 0.028 -0.161 -0.29
H 2.8000 1.5503 -0.2449 0.142 -0.014 -0.051 0.07
N -3.2153 1.3614 -0.4830 -0.383 0.726 -0.761 -0.61
C 0.4494 0.9839 0.3000 -0.782 1.258 0.290 0.04
C -2.9281 0.6607 0.5095 0.219 -0.624 0.405 -0.02
S 1.6308 2.1750 0.0377 0.324 0.002 -0.072 0.06
H 2.6688 -0.6631 0.6288 -0.060 0.000 -0.010 0.19
H 2.2420 -0.5746 -1.1045 -0.041 -0.023 0.059 0.19
H -3.0376 0.9279 -1.3887 0.107 -0.247 0.222 0.33
```
Forces are in eV/Å.

Values from the calculation:
ΔE to the lowest compared entry with this formula, charge and spin   100.8 kcal/mol
E_HOMO   -8.53 eV
Gap between HOMO and LUMO   9.05 eV
LUMO energy   0.52 eV


# 4
DFT (ωB97M-V with the def2-TZVPD basis set) results for a cluster of 2 separate species, C36H61FN4O8PS2 in total in a non-equilibrium geometry.

Structure (XYZ):
```
113
Properties=species:S:1:pos:R:3:forces:R:3:lowdin_charge:R:1
H -2.1729 -2.1389 -0.9348 1.088 0.117 2.283 0.14
H 1.6784 -3.6077 6.0973 0.071 1.912 -1.828 0.14
H 1.0799 3.5185 -0.9905 -0.008 -0.167 0.072 0.08
H 4.9325 2.1982 -4.3133 -0.018 -0.064 2.836 0.09
C -0.2010 -2.6628 0.2053 -3.029 -3.982 -1.126 -0.20
C 2.2128 -5.6817 -1.0798 -0.108 -1.817 0.283 -0.11
H -0.5185 -2.3347 3.2690 2.360 0.130 -1.431 0.12
O 2.9204 -2.0472 5.3386 -2.029 1.513 -0.892 -0.13
H -2.7661 -3.9842 1.1417 -0.073 2.428 -0.393 0.13
H -2.0716 -1.2387 6.1085 -0.967 0.903 -2.232 0.09
F 4.2984 -2.9587 2.3921 -1.924 0.412 -3.074 -0.13
N -8.0274 -1.4037 1.2500 -0.957 3.420 -7.022 -0.02
S -5.8164 0.0448 -0.2534 -1.512 -0.920 0.765 0.83
H 1.0448 -4.3428 1.2439 -1.577 2.117 0.489 0.10
C 2.1277 5.0929 -2.0417 0.217 0.025 -0.056 -0.08
H 0.6219 1.1883 0.6707 2.128 -1.176 -0.462 0.13
H -0.2810 -3.4587 -0.6870 0.484 1.770 1.863 0.16
H 0.1149 -0.8442 -0.5521 1.169 -1.161 0.643 0.17
H -4.2504 5.3444 -0.4489 -0.017 -0.117 -0.131 0.08
H -0.0118 6.5521 -5.3758 0.020 -0.088 0.207 0.13
H -1.8124 -0.9068 0.4248 0.403 -2.014 -0.177 0.07
C -7.5794 -0.6200 0.0161 -1.367 -1.889 2.547 -0.44
C 1.4371 -1.9082 -1.6210 -0.059 0.282 -3.012 -0.03
N -9.3774 -1.6670 0.9771 -0.092 2.730 -5.758 -0.04
H 2.9777 -5.6471 -3.5464 -2.304 1.134 0.223 0.12
C 1.0897 4.6105 -1.0448 0.442 0.433 0.118 -0.30
N 1.5794 -4.7001 -2.0369 0.939 1.863 -0.604 -0.21
H 1.0817 -5.8447 -3.8929 1.637 1.479 0.970 0.11
H 1.9941 -4.1626 -4.1691 -0.421 -2.089 1.374 0.11
N 0.7932 -1.6310 -0.2708 -1.162 1.558 -0.460 -0.05
H -3.1818 3.9645 -0.2899 -0.037 -0.095 -0.215 0.07
O -0.4636 5.8091 -3.5364 0.925 -3.516 -1.225 -0.20
H 1.4536 -5.9145 -0.2084 1.750 0.607 -1.561 0.09
C 1.6260 0.6649 0.2903 -1.263 0.966 -0.341 -0.05
S -1.1110 0.4352 2.8372 -0.239 0.052 0.800 0.76
H -3.5841 3.5547 -2.8564 0.043 -0.024 0.134 0.10
H -10.8301 -1.1549 -0.8916 2.715 0.325 1.067 0.14
O -2.4165 5.2345 -2.4807 0.474 -0.711 -1.424 -0.23
H 3.1359 4.8265 -1.7125 -0.077 -0.026 -0.042 0.07
H -3.7179 -0.0787 1.0912 -2.185 -1.372 -0.285 0.07
H 4.7204 -3.0498 0.3107 -2.176 0.367 1.571 0.15
C -2.8364 -2.8074 1.1259 -0.435 0.766 0.942 -0.21
C 1.3255 -3.5091 3.8460 -1.315 0.056 0.056 -0.13
H 7.4332 3.0090 -3.2795 -2.131 -0.774 1.312 0.09
H 3.2863 -5.4021 -0.7095 -2.063 -0.335 -0.677 0.10
C -2.5403 -0.8969 5.0710 -0.547 -0.063 0.369 -0.17
H 0.7204 -2.0611 5.6052 1.880 -1.392 -0.960 0.12
C -4.6867 -0.7661 1.0527 -0.122 -0.851 1.044 -0.46
H 2.1813 -1.0293 -1.9396 -1.504 -2.175 1.122 0.15
H 7.8166 3.1355 -0.4664 -2.613 -0.959 -1.289 0.11
H 3.7576 -0.9296 -0.4423 -1.016 -1.219 2.070 0.13
H 2.7735 -1.0688 5.0847 0.303 -2.377 0.649 0.11
H 0.5532 -1.8216 -2.4231 1.765 -0.443 1.813 0.18
H -0.6793 -4.2724 1.9020 1.555 1.882 -1.451 0.14
C 1.9113 -5.1221 -3.4805 0.631 0.035 -1.268 -0.10
H 1.5227 0.7609 -0.8988 0.462 -0.447 2.528 0.11
H -4.8760 3.7121 -0.7696 0.096 0.107 -0.013 0.07
H -5.1031 -3.0099 1.3141 1.381 1.399 -1.359 0.12
C -4.3583 -2.3363 0.6995 0.166 -0.742 -0.062 -0.25
C 0.5275 -2.5457 2.7308 0.031 -2.049 0.658 -0.23
O -1.4400 3.1551 -1.8780 2.199 -1.211 -3.896 -0.25
H 2.7457 1.5241 -2.5424 2.245 0.727 0.781 0.07
H 3.0046 -3.6769 0.7019 1.094 1.454 1.237 0.08
C 5.5338 2.3861 0.0294 -0.462 0.049 -2.791 0.01
O 3.0910 2.2921 1.8184 -2.169 -4.646 -6.448 -0.03
H 5.6621 2.4638 1.1989 -0.245 -0.182 -2.700 0.10
H 0.1949 4.8046 -5.2058 0.064 0.137 -0.211 0.11
H -3.7031 -0.7998 5.2296 2.325 -0.247 -0.326 0.08
C -3.6372 4.5197 -2.3502 -0.471 -0.033 0.434 -0.31
H -1.8262 5.4507 -6.6058 0.033 -0.026 0.146 0.09
C 1.3466 -1.1917 2.3241 0.119 -0.304 1.970 -0.19
C 5.0455 2.2115 -3.1358 1.115 0.571 3.394 -0.04
C -9.7682 -1.0946 -0.3850 2.805 -1.079 4.230 -0.04
C -1.7595 -2.0488 0.1839 -0.382 0.009 -0.719 -0.14
H 2.2350 -4.0844 3.3777 -1.485 1.515 1.045 0.12
H -1.0145 0.7820 5.2954 -2.043 -0.163 -1.657 0.09
C -0.4546 5.6474 -4.9479 -0.084 0.418 -0.918 -0.31
H 1.3387 4.9911 -0.0494 -0.185 -0.059 -0.084 0.13
C -1.9249 0.5549 4.5578 1.230 -0.848 1.792 -0.46
O -0.1975 5.0965 -1.3740 0.413 -0.591 -0.439 -0.23
H -5.2102 -0.7389 2.1195 1.123 0.137 -2.375 0.10
H 2.0708 6.1786 -2.1689 -0.033 -0.190 0.093 0.09
H -2.6746 -2.4472 2.2491 -0.199 -0.789 -2.341 0.10
C 1.6916 -0.9498 0.7579 3.184 2.369 0.910 -0.24
H -2.3585 -1.7737 4.3133 -0.300 1.866 1.351 0.04
C 3.7542 -2.8415 0.9862 2.419 0.225 -1.423 -0.10
H -2.5253 6.2332 -5.1669 0.148 -0.075 -0.042 0.09
H 2.3292 -6.7107 -1.6738 -0.299 2.296 1.358 0.12
C 2.1742 -3.2982 -1.9100 7.661 -1.602 -1.024 -0.22
H -2.2677 4.4909 -5.1862 -0.054 -0.036 -0.057 0.07
O -8.6130 -0.3944 -1.0071 0.178 -2.916 5.249 -0.09
H 2.3970 -1.3295 2.8862 -2.223 0.347 -1.605 0.15
O 3.5119 -3.2550 -2.1763 -8.120 0.770 1.828 -0.02
C 3.7868 1.8282 -2.1046 3.918 1.086 1.445 -0.04
C -1.8475 5.4476 -5.5115 -0.161 -0.024 -0.115 -0.08
H 0.7190 -0.3051 4.3146 -0.088 0.601 -2.532 0.09
H 3.9571 -0.7139 1.4127 -1.882 -0.872 -1.781 0.16
H 0.5237 -4.3579 4.1014 1.657 1.788 -0.465 0.13
H -4.5087 -2.5815 -0.4579 0.235 0.720 2.518 0.12
C 6.5456 2.7002 -2.5801 -3.357 -1.056 3.397 -0.04
C 3.3140 -1.3048 0.5912 0.723 -0.415 1.170 -0.08
H 1.2630 1.0498 3.1448 -0.794 -2.053 -0.314 0.09
C 4.0237 1.9150 -0.4903 2.572 0.681 -2.378 -0.09
C 0.6748 0.0385 3.1698 0.949 0.219 1.715 -0.43
C 0.1829 -3.5538 1.4932 0.421 0.311 0.832 -0.11
C -4.0062 4.3692 -0.8833 -0.125 0.025 0.222 -0.07
C 1.6324 -2.7529 5.2652 -0.465 -1.189 0.860 -0.24
H -2.6840 1.4433 4.6388 1.518 -1.850 -0.520 0.09
C 2.8591 1.6171 0.6756 3.334 3.835 3.111 -0.23
H -4.4154 5.0997 -2.8578 0.204 0.066 -0.010 0.12
P -0.9789 4.4085 -2.6613 -4.012 5.642 7.536 0.73
C 6.7878 2.7736 -0.9527 -4.136 -1.121 -1.403 -0.05
H 1.9605 4.6431 -3.0253 0.096 -0.018 -0.029 0.06
```
Forces are in eV/Å.

Values from the calculation:
ΔE to the lowest compared entry with this formula, charge and spin   293.8 kcal/mol
E_HOMO   -10.26 eV
Net charge   +1
Gap between HOMO and LUMO   6.39 eV
LUMO energy   -3.87 eV